Below is an isolated ion of composition C3H4NO and charge +1, with properties calculated with the ωB97M-V functional and the def2-TZVPD basis.

Output
**Calculated total energy**: -6701.77820 eV
**Relative energy (zero: lowest compared OMol25 entry of this formula, charge and spin)**: 66.7 kcal per mole
**HOMO-LUMO gap**: 7.59 eV

The geometry in ORCA input format:
```
! RIJCOSX wB97M-V def2-TZVPD def2/J DEFGRID3
* xyz 1 1
C 1.051 0.675 0.761
C 1.930 0.891 -0.397
C 0.060 -0.144 -0.912
N -0.014 0.051 0.429
O 1.188 0.444 -1.385
H 1.189 0.958 1.837
H 0.061 -1.146 -1.311
H -0.723 0.382 -1.428
H -0.708 -0.119 1.108
*
```

Taken from the Mulliken analysis, the atomic charges in e are: number 1, C, carries 0.283; number 2, C, carries -0.306; number 3, C, carries -0.332; number 4, N, carries 0.133; number 5, O, carries -0.059; number 6, H, carries 0.390; number 7, H, carries 0.339; number 8, H, carries 0.328; number 9, H, carries 0.225


Below is an isolated molecule of C4H5NO, with properties calculated with the ωB97M-V functional and the def2-TZVPD basis.

Output
**Calculated total energy**: -7764.54510 eV
**SMILES string**: N#CCCC=O
**Relative energy (zero: lowest compared OMol25 entry of this formula, charge and spin)**: 45.7 kcal per mole
**HOMO-LUMO gap**: 10.41 eV

The geometry in ORCA input format:
```
! RIJCOSX wB97M-V def2-TZVPD def2/J DEFGRID3
* xyz 0 1
N -1.699 2.708 0.032
C -1.265 1.651 0.220
C -0.705 0.307 0.443
C 0.554 0.067 -0.451
C 0.980 -1.491 -0.383
O 0.727 -1.784 0.759
H -0.515 0.189 1.519
H -1.468 -0.427 0.177
H 0.336 0.289 -1.471
H 1.334 0.764 -0.070
H 1.720 -2.274 -0.776
*
```

Taken from the Mulliken analysis, the atomic charges in e are: number 1, N, carries -0.400; number 2, C, carries 0.139; number 3, C, carries -0.356; number 4, C, carries -0.588; number 5, C, carries -0.071; number 6, O, carries -0.400; number 7, H, carries 0.308; number 8, H, carries 0.305; number 9, H, carries 0.386; number 10, H, carries 0.313; number 11, H, carries 0.362


Below is C23H32N6SScSe as an isolated structure, with properties calculated with the ωB97M-V functional and the def2-TZVPD basis.

Output
**Calculated total energy**: -130184.74926 eV
**HOMO-LUMO gap (alpha / beta)**: 5.87 / 5.58 eV

The geometry in ORCA input format:
```
! RIJCOSX wB97M-V def2-TZVPD def2/J DEFGRID3
* xyz 1 1
Sc 0.894 -1.741 -0.815
C -0.635 -3.695 -4.360
C 0.175 -3.050 -3.304
N -0.182 -2.990 -2.012
N -0.475 -4.200 -1.226
C 0.490 -4.637 -0.415
N 0.327 -5.893 0.044
S 2.000 -3.844 0.102
C 1.407 -2.383 -3.668
C 2.007 -2.346 -4.945
C 3.286 -1.794 -5.090
C 3.823 -1.049 -4.029
C 3.148 -0.990 -2.824
N 1.961 -1.573 -2.718
H -1.416 -4.301 -3.869
H 0.016 -4.388 -4.979
H -1.170 -2.965 -5.013
H -0.450 -6.374 -0.406
H 1.038 -6.369 0.557
H 1.422 -2.706 -5.813
H 3.830 -1.962 -6.005
H 4.714 -0.426 -4.230
H 3.482 -0.545 -1.901
C 3.381 2.327 3.209
C 1.985 2.987 3.206
C 0.854 2.123 3.859
C 0.604 0.766 3.190
N -0.494 0.642 2.272
C -0.401 0.658 0.933
Se 1.149 1.028 -0.032
N -1.648 0.663 0.362
C -2.006 0.958 -1.073
C -1.531 2.325 -1.621
C -1.881 3.588 -0.756
C -0.857 4.123 0.227
C -2.572 0.466 1.425
C -3.876 0.150 1.444
C -4.526 -0.050 2.658
C -3.876 0.172 3.846
C -2.489 0.499 3.882
C -1.860 0.528 2.653
H 4.162 3.146 3.146
H 3.592 1.664 2.394
H 3.652 1.737 4.099
H 1.747 3.272 2.161
H 2.104 3.940 3.794
H -0.058 2.776 3.892
H 1.227 1.921 4.871
H 0.457 0.040 4.053
H 1.595 0.465 2.764
H -3.082 1.036 -1.163
H -1.691 0.109 -1.699
H -2.015 2.433 -2.636
H -0.457 2.302 -1.780
H -2.830 3.469 -0.239
H -2.119 4.455 -1.480
H -0.758 3.543 1.166
H -1.157 5.154 0.575
H 0.081 4.418 -0.233
H -4.461 0.098 0.508
H -5.582 -0.375 2.614
H -4.470 0.059 4.800
H -1.903 0.687 4.780
H 2.320 -0.085 0.849
*
```

Taken from the Mulliken analysis, the atomic charges in e are: number 1, Sc, carries 0.122; number 2, C, carries -1.434; number 3, C, carries 0.103; number 4, N, carries 0.239; number 5, N, carries -0.935; number 6, C, carries 0.834; number 7, N, carries -0.426; number 8, S, carries -0.334; number 9, C, carries 1.035; number 10, C, carries -0.767; number 11, C, carries -0.408; number 12, C, carries -0.799; number 13, C, carries -0.085; number 14, N, carries 0.046; number 15, H, carries 0.383; number 16, H, carries 0.373; number 17, H, carries 0.298; number 18, H, carries 0.260; number 19, H, carries 0.203; number 20, H, carries 0.387; number 21, H, carries 0.434; number 22, H, carries 0.362; number 23, H, carries 0.494; number 24, C, carries -1.243; number 25, C, carries -0.129; number 26, C, carries -0.356; number 27, C, carries -1.287; number 28, N, carries 0.775; number 29, C, carries -0.586; number 30, Se, carries 0.004; number 31, N, carries 0.843; number 32, C, carries -0.917; number 33, C, carries -0.440; number 34, C, carries -0.542; number 35, C, carries -0.922; number 36, C, carries 0.395; number 37, C, carries -0.590; number 38, C, carries -0.646; number 39, C, carries -0.699; number 40, C, carries -0.770; number 41, C, carries 0.760; number 42, H, carries 0.346; number 43, H, carries 0.286; number 44, H, carries 0.319; number 45, H, carries -0.043; number 46, H, carries 0.413; number 47, H, carries 0.296; number 48, H, carries 0.457; number 49, H, carries 0.454; number 50, H, carries 0.232; number 51, H, carries 0.385; number 52, H, carries 0.195; number 53, H, carries 0.466; number 54, H, carries 0.246; number 55, H, carries 0.290; number 56, H, carries 0.349; number 57, H, carries 0.024; number 58, H, carries 0.467; number 59, H, carries 0.293; number 60, H, carries 0.357; number 61, H, carries 0.398; number 62, H, carries 0.330; number 63, H, carries 0.478; number 64, H, carries -0.071